Entry from the OMol25 dataset: a gas-phase ion, C4H6O2P (charge -1) at a distorted geometry (the ωB97M-V functional and the def2-TZVPD basis).

Highest occupied orbital energy   -2.3 eV
Kohn-Sham gap   6.647 eV
Charge   -1

Each line ends with the Mulliken charge.
Atoms and positions in Å:
1 C -1.133 -1.006 -0.096  0.072
2 C -1.345 0.299 0.147  -0.678
3 C 0.206 -1.468 -0.198  -0.793
4 C -0.091 1.118 0.498  -1.127
5 O 2.496 -0.079 0.998  -0.807
6 O 1.665 0.659 -1.302  -0.633
7 P 1.234 -0.104 0.201  0.838
8 H -1.919 -1.884 -0.313  0.207
9 H -2.259 0.823 0.181  0.442
10 H 0.465 -2.413 0.176  0.340
11 H 0.119 1.972 -0.104  0.384
12 H -0.170 1.352 1.475  0.452
13 H 0.732 0.730 -1.663  0.303

Atomic forces in eV per Å
-1.2 -2.5 -0.9
0.3 1.0 -0.1
1.1 1.3 0.7
-0.6 -2.5 -2.1
-0.5 -0.4 0.1
-1.8 -0.8 0.4
0.7 1.0 -1.9
1.2 2.5 0.6
-1.2 0.1 0.0
0.4 -1.4 0.1
0.0 0.7 -0.3
-0.1 1.2 3.5
1.7 -0.1 0.0